122
Properties=species:S:1:pos:R:3:forces:R:3:mulliken_charge:R:1 method="wB97M-V/def2-TZVPD" e_homo_ev=-9.2 largest_force_ev_per_a=0.89 spin_multiplicity=1 total_energy_ev=-110567.6287 smiles="CCOCCO[C@@]1(OC[C@@H](C)O)OS(=O)(=O)O[C@@]1(C)[PH2]=O.NC(N)=O.NC(N)=O.NC(N)=O.NC(N)=O.NC(N)=O.NC(N)=O.NC(N)=O.NC(N)=O.NC(N)=O.NC(N)=O" orbital_gap_ev=9.4
H -2.0582 5.1010 3.8607 0.28 -0.04 0.00 0.464
N 0.1408 -2.5559 -5.8741 0.01 -0.05 0.05 -0.443
H 7.6506 -0.5142 -1.8232 0.02 -0.01 0.01 0.211
C 0.1470 0.8700 -0.5759 0.69 0.41 -0.39 1.166
H -4.9390 4.0152 6.5407 0.06 0.03 -0.16 0.225
H 9.0013 -3.2536 -10.2497 -0.02 -0.06 0.02 0.158
N 4.8781 -3.8721 -3.3007 -0.02 -0.05 -0.01 -0.128
O 0.6279 2.0614 1.3654 -0.51 0.36 0.45 -0.224
H 2.9114 0.4502 2.4232 0.10 0.10 0.01 0.111
N 3.3239 -0.3391 2.8925 -0.14 -0.15 -0.02 -0.183
H -1.2816 5.6588 7.7331 0.00 -0.01 -0.01 0.224
H 6.6687 -0.7511 -7.2810 -0.01 0.00 0.03 0.150
O 0.0417 -0.9400 -4.2864 -0.04 0.11 -0.29 -0.695
H 6.7599 -2.6629 -9.8429 -0.01 -0.07 0.02 0.198
C 7.5123 -3.2108 -11.7248 0.00 -0.06 0.06 0.551
C 6.3513 -2.7458 -6.6805 0.07 0.05 0.05 0.758
N -6.3530 1.7984 4.6780 -0.09 0.12 -0.06 -0.287
H -6.5309 -2.6420 5.5646 0.01 0.00 -0.03 0.157
H 0.0302 0.2854 -2.6260 -0.03 -0.04 -0.06 0.683
H -4.1307 1.4294 -2.9484 0.02 0.00 0.00 0.179
H 0.5546 -0.9566 1.2855 0.30 0.21 0.10 -0.106
H -4.6732 3.0239 -1.3034 -0.01 0.01 -0.02 0.184
H 4.4206 -3.0116 -3.0648 0.00 0.00 0.08 0.121
H -4.3426 7.5449 5.8953 0.00 -0.01 -0.02 0.219
H -2.4222 5.3510 1.5131 0.02 -0.06 -0.10 0.281
N 3.1167 -2.2211 4.2243 -0.04 0.10 -0.06 -0.432
H -1.5292 0.3928 -1.8496 -0.01 0.08 0.06 0.193
H -1.5592 7.3335 8.0711 0.01 0.01 -0.01 0.161
N 4.8378 -1.1991 -0.4220 -0.03 0.11 -0.04 -0.168
N 4.7556 -5.9934 -4.2021 -0.04 -0.03 0.15 -0.411
H 4.3127 -0.4845 2.8162 0.02 0.01 0.01 0.190
H 6.3605 0.5680 -1.4207 -0.01 0.00 0.02 0.163
N -3.5715 7.5748 6.5351 0.02 -0.04 0.04 -0.404
O 3.0037 1.9821 1.0013 -0.19 0.23 -0.04 -0.773
H 4.4276 -0.2830 -0.3827 -0.01 0.02 0.06 0.094
H 0.2980 -3.5110 -6.1338 0.03 0.00 0.01 0.162
N 7.0393 -1.6802 -7.2166 -0.10 -0.02 -0.17 -0.429
C -1.7532 -1.7277 3.5950 0.12 0.18 -0.12 0.473
C -2.2645 3.3058 0.9104 -0.26 0.06 -0.03 -0.152
O 7.2540 -3.3992 -12.8987 0.00 0.02 -0.01 -0.634
H -1.3552 3.4602 3.6401 -0.02 0.01 0.03 0.249
O 1.2959 -0.9913 3.6681 0.01 0.00 -0.01 -0.592
H -6.1456 1.1842 3.9126 0.02 -0.02 0.04 0.160
H -7.2729 1.7659 5.0817 0.04 -0.19 0.10 0.145
H 9.4874 -3.6782 -11.8548 0.00 -0.02 -0.01 0.201
H 2.5345 -2.8469 4.7471 -0.02 -0.01 0.01 0.238
O 2.9366 -4.6378 -4.1668 0.02 -0.13 -0.11 -0.617
H -6.5827 3.4266 6.5588 0.01 0.04 0.06 0.151
O -5.7441 0.1357 -0.5334 0.01 -0.03 0.03 -0.655
C -8.0948 -1.2557 5.4729 0.13 0.03 -0.07 0.677
N -8.8737 -2.1021 4.7360 0.02 0.00 0.08 -0.399
O 1.3990 1.6359 -0.7992 -0.38 -0.13 -0.29 -0.354
C -2.8664 6.4166 6.7169 0.04 0.02 -0.01 0.671
C 0.2211 -2.1206 -4.5755 0.13 -0.11 0.13 0.594
H -1.0033 -0.9468 3.4401 -0.11 -0.09 0.00 -0.153
O -1.2974 2.6251 0.1051 0.53 -0.08 0.08 -0.510
H -3.5098 -1.7746 4.8599 0.06 -0.05 -0.03 0.218
H -2.0119 -2.2475 5.6793 -0.08 0.09 -0.04 0.407
N -6.8656 -1.7340 5.8241 -0.06 -0.03 0.03 -0.349
O -3.1518 5.3823 6.1362 -0.14 0.04 0.15 -0.579
C -5.2002 0.9984 -1.1998 0.09 0.04 0.05 0.598
H -2.8047 2.5972 1.5344 0.06 -0.17 0.07 0.085
C 2.5017 -1.1665 3.6003 0.20 -0.07 0.01 0.635
C -2.4427 -1.5559 4.9483 0.06 -0.13 0.16 -1.339
H -9.7775 -1.7701 4.4586 -0.01 0.01 -0.01 0.218
C -3.1463 -0.5036 2.0629 0.27 -0.03 0.23 -1.064
H 5.6318 -2.7003 -11.1523 -0.01 -0.02 -0.03 0.177
H 4.5780 -3.2288 -5.8277 -0.08 0.06 0.03 0.125
H 2.1072 -0.6672 -0.3422 0.13 0.09 0.20 -0.345
N -5.1331 2.3023 -0.7823 -0.02 -0.10 -0.08 -0.353
H 4.3307 -1.9827 -0.0538 -0.01 0.00 0.02 0.164
C -0.5485 0.8647 -1.9105 -0.03 0.00 0.08 -1.833
H -4.6135 -0.2160 -2.7196 0.01 -0.02 -0.01 0.213
H 4.2218 -6.7060 -4.6611 -0.01 0.01 -0.03 0.216
O -1.1510 0.7531 1.4787 -0.22 0.45 0.17 -0.496
H -2.3309 -0.5525 5.3519 -0.07 0.13 -0.04 0.344
O -8.4668 -0.1356 5.7877 -0.12 0.09 -0.01 -0.667
C -5.3331 2.5785 5.1414 -0.24 -0.02 -0.02 0.553
O -4.2201 2.5407 4.6406 0.09 -0.14 0.01 -0.597
C 4.1174 -4.8297 -3.8937 0.10 0.04 -0.09 0.493
N -1.8159 6.4947 7.5876 -0.04 0.02 -0.01 -0.420
O -2.6743 -1.7639 2.5048 -0.19 0.00 0.05 -0.535
O 6.5466 -2.5744 -0.9671 0.11 -0.05 -0.14 -0.662
H -5.5458 2.5170 0.1061 -0.02 0.03 0.00 0.193
H -3.1816 0.2251 2.8861 -0.06 -0.03 -0.10 0.441
N 6.7384 -0.3603 -1.4377 -0.05 -0.05 -0.01 -0.374
C -1.7970 4.4937 1.7928 0.03 0.03 0.11 0.301
H 0.0426 4.7929 2.3413 0.05 -0.05 0.08 0.340
C -2.2853 0.0345 0.9395 -0.14 0.09 -0.29 -0.238
H -6.2674 -1.1214 6.3470 0.01 0.03 -0.03 0.199
H -2.8642 0.6948 0.2875 0.01 0.03 0.09 0.191
N -5.6520 3.3958 6.1899 0.10 -0.12 -0.05 -0.389
S 1.8009 2.5232 0.4309 0.64 0.18 -0.13 1.207
N -4.5950 0.7334 -2.3969 -0.04 0.02 0.06 -0.383
H 0.7223 -4.0098 -3.8787 0.25 0.06 -0.03 0.198
H -3.0625 3.7826 3.3742 0.04 -0.08 0.07 0.220
H -4.1591 -0.6454 1.6747 0.09 -0.03 -0.01 0.429
N 5.1007 -2.4683 -6.2247 0.01 -0.04 -0.13 -0.293
H 5.8524 -3.9745 -3.0813 -0.02 0.00 0.12 0.109
H -3.3501 8.4351 6.9979 0.01 0.01 0.00 0.159
H 4.1036 -2.3873 4.1814 0.01 0.01 0.01 0.146
P 0.7377 -0.8327 -0.0975 -0.36 -0.73 -0.24 1.245
H 5.7286 -6.1475 -4.0186 0.02 0.04 -0.05 0.161
H -0.6210 1.8978 -2.2523 -0.19 -0.07 0.05 0.438
H 4.6895 -1.5549 -6.2508 -0.01 0.00 0.00 0.143
H -8.5810 -3.0193 4.4595 0.01 0.00 -0.01 0.163
H 7.9712 -1.8593 -7.5380 0.06 0.03 0.10 0.223
N 6.5690 -2.8143 -10.8165 0.04 0.09 0.03 -0.330
C -0.5271 1.6116 0.6040 -0.46 -0.47 -0.05 0.758
C -2.0649 4.1965 3.2511 -0.06 0.17 -0.03 -1.318
O -0.4559 4.8545 1.5240 -0.16 0.05 -0.11 -0.516
O 0.1433 -1.9578 -0.8649 -0.02 0.13 -0.05 -0.957
C 6.0752 -1.4497 -0.9442 -0.05 0.04 0.06 0.566
O 1.7526 3.8939 0.0663 0.16 -0.52 0.20 -0.670
H 0.5514 -2.7541 -2.6845 -0.11 -0.01 0.03 0.223
O 6.8488 -3.8573 -6.6287 0.00 -0.02 0.00 -0.664
N 0.5163 -3.0557 -3.6489 -0.28 0.09 0.05 -0.121
H -1.2209 -2.6787 3.5547 -0.10 0.00 -0.05 0.416
H -2.9733 3.6770 0.1713 0.09 -0.02 -0.02 0.202
H -1.9323 -0.8153 0.3447 -0.02 0.02 -0.02 0.670
N 8.7740 -3.3831 -11.2163 -0.03 0.09 -0.01 -0.331
H -0.0754 -1.8778 -6.5781 0.00 0.02 0.00 0.222